[1]
{"formula": "H12O6", "method": "ωB97M-V/def2-TZVPD", "species": ["O", "H", "H", "O", "H", "H", "O", "H", "H", "O", "H", "H", "O", "H", "H", "O", "H", "H"], "coordinates": [[-0.103, -2.321, -0.350], [-0.299, -2.585, 0.553], [-0.972, -2.148, -0.699], [-0.102, 1.128, -0.027], [-0.742, 0.450, 0.245], [-0.124, 1.114, -1.004], [0.011, 0.679, -2.737], [0.937, 0.900, -2.844], [-0.062, -0.173, -3.149], [0.581, 2.620, 2.378], [1.295, 3.196, 2.037], [0.276, 2.129, 1.618], [-1.723, -0.523, 1.406], [-2.593, -0.976, 1.299], [-1.258, -1.155, 1.942], [2.013, -0.782, -0.223], [1.488, -0.090, 0.097], [1.379, -1.463, -0.541]], "forces_ev_per_a": [[-0.424, -0.738, 0.122], [0.381, -0.088, 0.052], [-0.401, 0.214, -0.441], [-0.139, 0.049, -0.257], [0.087, 0.234, 0.071], [-0.009, -0.053, 0.459], [-0.043, 0.577, -0.076], [0.323, 0.117, 0.041], [-0.167, -0.680, -0.237], [0.849, 0.898, 0.423], [-0.679, -0.582, 0.279], [-0.160, -0.274, -0.735], [-1.755, -0.779, -0.297], [0.730, 0.847, 0.008], [0.690, -0.125, 0.614], [1.485, -2.215, -1.159], [-1.398, 1.708, 0.666], [0.628, 0.892, 0.465]], "lowdin_charge": [-0.033, 0.055, 0.051, -0.084, 0.002, 0.014, -0.025, 0.066, 0.049, -0.077, 0.045, -0.032, -0.034, 0.089, 0.046, -0.075, -0.048, -0.008], "e_tot_ev": -12479.767, "orbital_gap_ev": 10.02, "smiles": "O.O.O.O.O.O", "relative_energy_kcal_mol": 31.05, "lumo_ev": -0.252}

[2]
{"formula": "C7H9IO", "method": "ωB97M-V/def2-TZVPD", "species": ["C", "C", "C", "C", "C", "C", "C", "O", "I", "H", "H", "H", "H", "H", "H", "H", "H", "H"], "coordinates": [[1.159, -0.722, -0.336], [0.036, -1.254, -1.950], [-1.210, -0.669, -1.612], [-1.203, 0.011, -0.144], [0.258, 0.101, 0.448], [0.264, -0.477, 1.840], [0.631, 1.607, 0.326], [-2.192, -0.655, -2.315], [0.631, -1.538, -3.989], [2.073, -1.182, -0.025], [-1.560, 0.959, -0.357], [-1.891, -0.495, 0.595], [0.549, -1.512, 1.730], [-0.689, -0.296, 2.219], [0.944, 0.029, 2.648], [0.741, 2.139, -0.722], [1.564, 1.734, 0.747], [-0.103, 2.221, 0.896]], "forces_ev_per_a": [[-1.974, -1.172, -4.320], [3.628, 0.901, 1.677], [-0.221, 0.371, 2.243], [0.811, -3.094, -0.476], [-1.173, 1.383, -1.645], [2.366, 1.531, 1.746], [-1.402, 1.192, -1.298], [-0.701, 0.125, -0.512], [-0.427, 0.153, 1.823], [0.272, -0.373, -0.242], [-0.882, 1.959, -0.104], [0.541, 0.317, -1.198], [-0.368, -0.428, 0.601], [-1.717, -0.389, 1.001], [-0.694, -0.817, -1.818], [-0.627, -1.728, 1.646], [2.108, 0.462, 1.154], [0.460, -0.391, -0.278]], "mulliken_spin": [0.855, 0.657, 0.007, 0.046, 0.039, 0.048, 0.048, 0.248, 0.057, 0.006, -0.005, 0.007, -0.019, 0.007, -0.002, -0.008, -0.002, 0.010], "e_tot_ev": -17546.592, "orbital_gap_ev": [7.96, 7.47], "multiplicity": 3, "lumo_ev": [-0.162, -1.886]}

[3]
{"formula": "C7H5FO3", "method": "ωB97M-V/def2-TZVPD", "species": ["O", "C", "O", "C", "C", "O", "C", "C", "C", "C", "F", "H", "H", "H", "H", "H"], "coordinates": [[2.977, 0.128, -1.098], [2.185, -0.395, -0.374], [2.648, -1.396, 0.495], [0.714, 0.011, -0.277], [-0.282, -0.754, 0.423], [0.029, -1.948, 1.060], [-1.524, -0.244, 0.606], [-1.911, 0.945, 0.011], [-0.970, 1.724, -0.659], [0.276, 1.220, -0.882], [1.118, 1.970, -1.550], [1.993, -1.886, 1.011], [-0.785, -2.330, 1.316], [-2.313, -0.838, 1.187], [-2.980, 1.190, -0.075], [-1.175, 2.604, -1.195]], "forces_ev_per_a": [[-0.335, -0.123, 0.139], [-0.082, -1.019, 1.071], [-0.197, 1.031, -1.017], [-0.013, -0.877, 0.045], [2.192, 0.390, 0.319], [1.573, 1.333, -1.209], [-2.946, -0.496, 0.549], [-0.210, 0.311, -0.622], [-0.832, -1.137, -0.201], [0.794, -1.431, 1.869], [0.551, 0.315, -0.534], [-0.437, 0.429, -0.305], [-1.295, -0.804, 0.590], [1.276, 0.810, -0.928], [0.626, 0.177, 0.559], [-0.667, 1.089, -0.323]], "lowdin_charge": [0.138, -0.407, 0.083, 0.045, -0.232, 0.056, -0.053, -0.051, -0.008, -0.243, 0.129, 0.080, 0.085, 0.147, 0.122, 0.110], "e_tot_ev": -16199.681, "orbital_gap_ev": 9.87, "smiles": "O=C(O)c1c(O)cccc1F", "relative_energy_kcal_mol": 0.00, "lumo_ev": 0.142}

[4]
{"formula": "C33H40FMnN5P", "method": "ωB97M-V/def2-TZVPD", "species": ["Mn", "C", "C", "C", "C", "C", "N", "C", "C", "C", "C", "C", "C", "C", "N", "C", "C", "C", "N", "C", "C", "N", "C", "C", "C", "N", "H", "H", "H", "H", "H", "H", "H", "H", "H", "H", "H", "H", "H", "H", "H", "H", "H", "H", "C", "C", "C", "C", "C", "C", "C", "H", "H", "H", "H", "H", "H", "H", "F", "C", "C", "P", "C", "C", "C", "C", "H", "H", "H", "H", "H", "H", "H", "H", "H", "H", "H", "H", "H", "H", "H"], "coordinates": [[0.679, -0.191, 0.138], [1.682, 2.130, 6.956], [1.095, 1.862, 5.601], [0.227, 2.755, 4.982], [-0.252, 2.522, 3.713], [0.092, 1.375, 2.959], [-0.360, 1.199, 1.681], [-1.636, 1.581, 1.396], [-2.681, 1.466, 2.351], [-3.986, 1.790, 2.072], [-4.362, 2.270, 0.819], [-5.795, 2.596, 0.512], [-3.368, 2.391, -0.135], [-2.040, 2.083, 0.131], [-1.139, 2.300, -0.930], [-1.210, 3.319, -1.814], [-0.270, 3.080, -2.792], [0.338, 1.883, -2.411], [-0.190, 1.434, -1.281], [0.959, 0.467, 3.617], [1.444, 0.726, 4.893], [1.374, -0.763, 3.066], [1.409, -1.932, 3.745], [2.098, -2.835, 2.968], [2.464, -2.115, 1.830], [2.012, -0.864, 1.898], [1.015, 2.730, 7.571], [2.620, 2.677, 6.850], [1.900, 1.201, 7.480], [-0.067, 3.656, 5.503], [-0.922, 3.240, 3.259], [-2.430, 1.077, 3.329], [-4.740, 1.664, 2.840], [-6.288, 3.005, 1.392], [-6.336, 1.696, 0.210], [-5.869, 3.319, -0.298], [-3.623, 2.744, -1.125], [-1.888, 4.136, -1.674], [-0.051, 3.680, -3.651], [1.118, 1.332, -2.895], [2.119, 0.007, 5.340], [0.940, -2.039, 4.704], [2.304, -3.867, 3.178], [3.052, -2.443, 0.993], [2.876, 0.340, -0.689], [3.550, 0.267, -1.950], [3.771, 1.391, -2.779], [4.597, 1.330, -3.879], [5.222, 0.145, -4.243], [4.946, -0.999, -3.501], [4.123, -0.944, -2.404], [2.795, 1.373, -0.321], [3.392, -0.288, 0.040], [3.339, 2.344, -2.501], [4.790, 2.231, -4.451], [5.914, 0.109, -5.077], [5.399, -1.945, -3.777], [3.921, -1.847, -1.842], [-0.248, -1.899, 0.780], [-2.263, -0.692, -3.752], [-1.185, -1.729, -3.464], [-0.807, -1.795, -1.621], [0.332, -3.280, -1.505], [0.484, -4.202, -2.705], [-2.423, -2.487, -1.006], [-2.929, -3.763, -1.668], [-2.312, -0.468, -4.818], [-2.057, 0.230, -3.209], [-3.239, -1.047, -3.432], [-0.252, -1.418, -3.939], [-1.465, -2.699, -3.878], [0.009, -3.840, -0.625], [1.299, -2.824, -1.252], [-0.462, -4.667, -2.978], [1.193, -4.993, -2.457], [0.878, -3.661, -3.561], [-3.162, -1.686, -1.091], [-2.272, -2.664, 0.058], [-3.095, -3.634, -2.736], [-3.878, -4.064, -1.223], [-2.216, -4.570, -1.516]], "forces_ev_per_a": [[-0.025, 0.217, -0.119], [0.081, 0.066, -0.124], [-0.073, -0.128, 0.052], [0.034, -0.087, -0.014], [0.124, -0.074, -0.035], [0.115, -0.094, 0.245], [0.625, -0.475, -0.638], [-0.371, 0.224, -0.054], [0.128, -0.149, -0.187], [-0.022, 0.119, -0.081], [0.070, 0.049, 0.019], [0.073, -0.132, -0.007], [-0.209, 0.018, 0.171], [-0.279, -0.463, 0.714], [0.290, 0.552, -0.308], [0.246, 0.044, -0.250], [-0.224, 0.107, 0.075], [-0.125, -0.106, 0.247], [0.231, -0.313, 0.134], [-0.240, 0.740, 0.102], [-0.059, 0.214, 0.073], [-0.065, -0.912, 0.186], [0.015, -0.147, -0.317], [0.053, 0.074, 0.172], [-0.163, 0.428, 0.225], [0.405, -0.002, 0.003], [-0.062, 0.030, 0.075], [0.109, 0.063, 0.128], [0.006, -0.045, 0.084], [-0.050, 0.133, 0.054], [0.021, 0.013, -0.030], [0.024, -0.002, -0.028], [-0.036, -0.017, 0.059], [-0.101, 0.047, -0.004], [-0.121, 0.011, -0.023], [-0.061, 0.060, -0.048], [-0.044, -0.030, -0.093], [-0.147, 0.097, 0.051], [0.031, 0.149, -0.137], [0.254, -0.132, -0.005], [0.066, -0.012, -0.019], [-0.094, 0.047, 0.099], [-0.007, -0.104, 0.086], [-0.113, 0.040, -0.255], [-0.780, -0.179, 0.596], [0.296, 0.095, -0.479], [-0.131, -0.086, 0.245], [0.239, -0.051, -0.336], [0.101, -0.008, -0.200], [0.175, -0.035, -0.220], [-0.230, 0.109, 0.189], [0.094, -0.160, 0.057], [-0.113, 0.181, -0.020], [-0.033, 0.058, 0.123], [-0.029, 0.038, -0.024], [-0.082, 0.016, -0.022], [0.014, -0.030, -0.037], [0.014, -0.094, 0.129], [0.110, 0.257, 0.171], [0.079, -0.081, -0.004], [0.220, 0.017, 0.440], [-0.293, -0.691, -0.502], [-0.074, 0.338, 0.050], [0.056, 0.122, 0.154], [0.163, 0.142, -0.007], [-0.052, 0.187, 0.064], [-0.076, 0.083, -0.035], [0.008, 0.172, -0.013], [-0.175, -0.031, 0.024], [0.060, -0.064, -0.068], [0.062, -0.009, -0.039], [0.070, 0.168, 0.005], [-0.090, -0.270, 0.007], [-0.009, -0.025, -0.112], [0.052, -0.123, -0.074], [-0.017, -0.031, -0.192], [-0.020, -0.001, 0.002], [0.099, 0.150, 0.010], [0.016, -0.055, -0.112], [-0.055, -0.083, 0.017], [0.019, -0.142, -0.061]], "mulliken_spin": [4.529, 0.000, 0.003, 0.000, 0.014, 0.012, 0.093, -0.057, 0.011, 0.001, 0.005, 0.000, -0.010, -0.019, -0.004, 0.003, 0.000, 0.013, 0.031, 0.037, -0.002, -0.011, 0.011, -0.004, 0.021, 0.063, 0.000, 0.000, 0.000, 0.000, 0.000, 0.001, 0.000, 0.000, 0.000, 0.000, 0.000, 0.000, 0.001, 0.003, -0.001, 0.000, -0.001, -0.001, 0.162, -0.066, 0.007, -0.004, 0.009, -0.004, 0.008, -0.021, -0.009, 0.001, 0.000, 0.001, 0.000, -0.002, 0.046, 0.006, 0.017, 0.091, 0.007, 0.000, 0.001, 0.001, 0.000, -0.002, 0.000, 0.002, 0.000, 0.000, 0.001, 0.000, 0.000, 0.000, 0.001, 0.003, 0.000, 0.000, 0.000], "e_tot_ev": -85649.522, "total_charge": -1, "orbital_gap_ev": [5.95, 6.36], "multiplicity": 6, "lumo_ev": [2.745, 2.745]}

[5]
{"formula": "C4H5NO2", "method": "ωB97M-V/def2-TZVPD", "species": ["O", "C", "C", "C", "N", "C", "O", "H", "H", "H", "H", "H"], "coordinates": [[-0.642, 2.618, -0.203], [-0.511, 1.432, -0.377], [-0.425, 0.442, 0.743], [-0.801, -0.970, 0.409], [0.571, -0.625, 0.632], [1.480, -0.640, -0.438], [1.317, -1.245, -1.469], [-0.450, 0.994, -1.397], [-0.590, 0.850, 1.738], [-1.096, -1.193, -0.616], [-1.252, -1.583, 1.183], [2.400, -0.080, -0.204]], "forces_ev_per_a": [[-0.021, -0.471, -0.054], [0.016, 0.287, 0.095], [-0.105, 0.273, 0.111], [-0.187, -0.156, -0.087], [0.146, -0.128, -0.071], [-0.073, -0.170, -0.448], [0.154, 0.120, 0.541], [0.047, 0.077, 0.110], [0.056, -0.076, -0.139], [0.043, 0.081, 0.161], [0.040, 0.125, -0.128], [-0.116, 0.038, -0.090]], "lowdin_charge": [0.072, -0.222, -0.184, -0.070, -0.013, -0.309, 0.064, 0.137, 0.147, 0.120, 0.118, 0.141], "e_tot_ev": -9812.373, "orbital_gap_ev": 10.83, "smiles": "O=C[C@H]1CN1C=O", "relative_energy_kcal_mol": 44.79, "lumo_ev": 0.632}

[6]
{"formula": "C22H18BBrF4NPd", "method": "ωB97M-V/def2-TZVPD", "species": ["Pd", "Br", "C", "C", "C", "C", "C", "C", "C", "C", "C", "C", "H", "H", "H", "H", "H", "H", "C", "C", "C", "C", "N", "C", "C", "H", "H", "H", "H", "H", "H", "H", "C", "C", "C", "C", "C", "C", "H", "H", "H", "H", "H", "F", "B", "F", "F", "F"], "coordinates": [[0.423, 0.033, 0.053], [-1.560, 1.679, 1.072], [-0.440, 2.087, 2.533], [-0.907, 2.917, 3.501], [-0.109, 3.174, 4.638], [1.115, 2.595, 4.762], [1.637, 1.757, 3.744], [2.934, 1.191, 3.850], [3.464, 0.439, 2.850], [2.707, 0.185, 1.675], [1.455, 0.672, 1.620], [0.842, 1.493, 2.593], [-1.884, 3.371, 3.406], [-0.482, 3.836, 5.408], [1.723, 2.773, 5.640], [3.510, 1.395, 4.744], [4.463, 0.032, 2.928], [3.141, -0.368, 0.854], [-2.715, -4.600, 3.006], [-2.022, -3.459, 2.327], [-2.349, -3.064, 1.035], [-1.683, -2.010, 0.447], [-0.724, -1.336, 1.089], [-0.394, -1.694, 2.340], [-1.019, -2.740, 2.979], [-3.484, -5.038, 2.375], [-3.174, -4.261, 3.936], [-1.994, -5.376, 3.268], [-3.123, -3.575, 0.479], [-1.926, -1.682, -0.556], [0.374, -1.114, 2.830], [-0.727, -2.995, 3.989], [3.189, -3.097, -1.818], [2.978, -3.177, -0.450], [1.932, -2.470, 0.139], [1.144, -1.705, -0.690], [1.291, -1.626, -2.056], [2.353, -2.331, -2.616], [3.999, -3.654, -2.270], [3.611, -3.794, 0.173], [1.749, -2.550, 1.201], [0.624, -1.050, -2.683], [2.509, -2.272, -3.685], [0.888, 2.588, -0.521], [1.205, 1.894, -1.699], [0.041, 1.061, -2.018], [2.165, 0.898, -1.285], [1.580, 2.659, -2.734]], "forces_ev_per_a": [[-0.936, -0.413, -0.643], [-0.253, 0.437, -0.150], [0.097, -0.196, -0.006], [0.028, 0.088, 0.210], [-0.110, 0.035, -0.062], [0.125, -0.051, -0.025], [0.029, -0.023, -0.019], [-0.084, 0.110, 0.122], [0.050, 0.069, -0.225], [0.420, 0.007, 0.164], [-0.208, -0.614, 0.195], [-0.028, 0.032, 0.065], [0.009, -0.010, 0.003], [-0.024, -0.022, -0.006], [0.016, 0.038, -0.028], [-0.011, -0.017, -0.001], [0.011, 0.024, -0.027], [-0.008, -0.049, 0.071], [0.050, 0.044, -0.017], [-0.019, -0.072, 0.083], [-0.064, 0.039, 0.010], [-0.090, 0.115, -0.070], [0.482, 0.034, 0.316], [-0.180, -0.073, 0.050], [-0.083, 0.018, -0.029], [0.005, 0.004, 0.000], [-0.010, -0.003, -0.009], [-0.006, 0.000, -0.010], [0.021, 0.014, -0.016], [0.036, -0.024, -0.029], [0.038, -0.062, -0.020], [0.003, 0.035, -0.005], [0.044, 0.020, -0.037], [-0.257, -0.230, 0.063], [-0.015, -0.327, -0.070], [1.337, 0.685, 0.310], [-0.178, -0.129, -0.178], [-0.275, -0.319, -0.039], [0.059, 0.085, 0.013], [0.003, -0.011, -0.025], [0.148, 0.165, 0.041], [0.183, 0.248, 0.033], [-0.013, -0.034, 0.001], [0.012, 0.069, -0.160], [-0.282, 0.234, -0.059], [-0.082, 0.185, -0.089], [-0.100, 0.002, 0.255], [0.111, -0.157, 0.047]], "lowdin_charge": [1.065, 0.965, -0.569, -0.094, -0.041, -0.010, -0.141, -0.008, -0.031, -0.061, -0.163, -0.200, 0.113, 0.119, 0.125, 0.126, 0.121, 0.111, -0.018, -0.224, 0.020, -0.092, -0.092, -0.100, 0.020, 0.087, 0.099, 0.099, 0.130, 0.133, 0.116, 0.134, -0.050, -0.054, -0.104, -0.173, -0.071, -0.037, 0.118, 0.117, 0.102, 0.116, 0.123, 0.085, -1.226, 0.003, 0.080, 0.231], "e_tot_ev": -109662.035, "total_charge": 1, "orbital_gap_ev": 6.65, "relative_energy_kcal_mol": 57.30, "lumo_ev": -5.077}